C42H115N7O19 | ωB97M-V with the def2-TZVPD basis set

Energy relative to the best compared isomer or geometry (same formula, charge and spin) (kJ/mol): 34.6
Highest occupied orbital energy (eV): -8.34
F_max (eV/A): 2.93
Structure (SMILES): COC[C@H](C)N.COC[C@H](C)N.COC[C@H](C)N.COC[C@H](C)N.COC[C@H](C)N.COCCNCCOC.COCCNCCOC.OCCO.OCCO.OCCO.OCCO.OCCO
Net charge: 0
Orbital gap (eV): 8.7

Structure (XYZ):
```
183
Properties=species:S:1:pos:R:3:forces:R:3:lowdin_charge:R:1
C 3.73069 -0.36843 -4.76679 -0.21 -0.24 -0.26 -0.10
O 3.61440 -1.76676 -4.94856 0.59 0.00 0.88 -0.19
C 2.28512 -2.23952 -4.95761 -0.26 -0.11 -0.53 -0.20
C 2.21697 -3.71457 -4.58066 -0.34 -0.88 -0.12 -0.38
C 0.73892 -4.15274 -4.63580 2.14 1.11 0.11 -0.09
N 2.73690 -4.11100 -3.27500 0.23 0.81 0.33 0.07
H 3.31688 -0.09312 -3.79226 -0.10 0.31 -0.16 0.06
H 3.24100 0.15067 -5.59905 -0.19 0.20 0.23 0.09
H 4.78382 -0.08842 -4.79156 0.06 -0.22 0.03 0.09
H 1.56561 -1.72796 -4.30071 0.59 0.39 0.22 0.11
H 1.94305 -2.04145 -5.98498 -0.46 -0.43 0.05 0.13
H 2.80295 -4.31543 -5.28382 -0.10 0.27 -0.36 0.13
H 0.57211 -5.01842 -3.99403 1.02 -0.53 -0.57 0.08
H 0.40943 -4.27237 -5.66693 -0.21 -0.27 0.07 0.11
H 0.06530 -3.43970 -4.14105 1.69 0.83 -0.63 0.06
H 2.03794 -4.04419 -2.54688 -0.26 -0.08 -0.03 0.04
H 3.51809 -3.53182 -2.96564 0.04 -0.44 -0.35 0.02
C 3.60638 1.61403 -0.96349 -0.09 0.85 0.44 -0.10
O 3.36035 0.27623 -1.28780 1.05 -0.51 0.20 -0.25
C 4.00061 -0.63934 -0.40650 0.52 0.59 1.00 -0.19
C 3.90770 -2.08049 -0.88019 -0.25 0.25 0.70 -0.42
C 4.18043 -3.03366 0.29094 0.89 0.39 0.27 -0.04
N 4.82503 -2.37527 -1.98163 -0.53 0.42 -0.13 0.05
H 3.81525 1.76537 0.10033 0.07 -0.17 -0.12 0.06
H 2.70518 2.19886 -1.16020 0.07 0.02 -0.19 0.08
H 4.44677 2.06262 -1.50456 0.04 -0.25 -0.22 0.10
H 5.05371 -0.35020 -0.27180 0.11 -0.08 -0.15 0.14
H 3.54866 -0.51190 0.58724 0.01 -0.31 -0.08 0.10
H 2.84696 -2.14024 -1.14946 0.17 -0.64 -0.63 0.12
H 5.14682 -2.75023 0.72909 -0.06 0.14 0.12 0.08
H 4.35100 -4.07424 0.01867 -0.49 0.03 -0.44 0.08
H 3.45295 -2.96764 1.09929 -0.13 0.05 -0.13 0.06
H 5.75452 -2.06115 -1.71948 0.03 -0.14 0.06 0.09
H 4.55488 -1.80401 -2.78027 0.15 -0.14 -0.09 0.05
C -9.25409 -1.07787 -2.15945 0.07 0.41 -0.51 -0.12
O -8.44781 -1.69208 -1.19288 -0.21 0.25 0.78 -0.18
C -7.06849 -1.45256 -1.37163 0.08 -0.23 -0.23 -0.21
C -6.28578 -1.52908 -0.06352 0.33 -0.67 -0.67 -0.40
C -6.22334 -0.21494 0.66093 -0.23 1.19 0.26 -0.05
N -4.90085 -1.93356 -0.42256 -0.13 0.00 0.38 0.05
H -9.08508 -1.52205 -3.14743 -0.01 0.07 -0.06 0.09
H -9.04823 -0.00160 -2.21516 0.13 -0.02 -0.09 0.09
H -10.31457 -1.15985 -1.92660 0.11 -0.38 0.32 0.09
H -6.68928 -2.21739 -2.05884 0.16 0.02 -0.10 0.12
H -6.87408 -0.47562 -1.82818 -0.15 0.07 -0.08 0.12
H -6.71860 -2.33088 0.54445 -0.40 0.26 0.17 0.14
H -5.66635 -0.27697 1.59775 -0.09 -0.12 0.07 0.08
H -7.18961 0.26022 0.85372 -0.26 -0.63 0.27 0.09
H -5.74659 0.57635 0.07080 -0.04 -0.83 0.14 0.03
H -4.44198 -2.11758 0.46894 0.19 0.14 -0.08 0.04
H -4.93700 -2.85479 -0.85366 -0.12 0.07 -0.11 0.07
C 8.55282 7.22046 1.98634 -1.34 0.50 0.91 -0.10
O 7.55742 6.27264 2.37735 0.21 -0.32 -0.72 -0.18
C 6.45468 6.31589 1.50141 -0.20 0.17 0.55 -0.23
C 5.40412 5.23298 1.76079 0.50 -0.88 -1.05 -0.40
C 5.94539 3.80180 1.73073 0.34 -0.04 0.51 -0.05
N 4.43255 5.30198 0.65419 -0.38 0.65 0.38 0.02
H 9.30122 7.15208 2.76791 0.42 0.08 -0.36 0.09
H 8.06368 8.20245 2.04111 0.32 0.21 0.09 0.08
H 8.91018 7.14722 0.95768 0.21 -0.63 0.06 0.09
H 5.94938 7.29047 1.59517 0.05 0.09 -0.02 0.13
H 6.79063 6.24719 0.45843 0.05 -0.21 -0.05 0.13
H 4.82984 5.35549 2.68072 0.33 0.33 0.14 0.14
H 6.31103 3.46646 0.75674 -0.25 0.34 -0.25 0.08
H 5.12830 3.14732 2.03376 0.12 -0.18 -0.01 0.06
H 6.80512 3.65422 2.38774 -0.23 0.14 0.26 0.08
H 4.92125 5.08816 -0.20924 -0.16 -0.04 -0.07 0.08
H 4.13078 6.27443 0.58833 -0.15 -0.17 -0.28 0.09
C -3.77201 1.37066 -0.71327 -0.48 1.36 0.39 -0.11
O -3.12938 2.35713 -1.50553 -0.50 -0.82 0.19 -0.16
C -1.73423 2.30550 -1.35944 0.47 1.42 -0.26 -0.20
C -1.20705 2.91285 -0.04417 -0.76 -0.66 0.44 -0.44
C -1.90463 4.18175 0.41280 -0.09 -0.01 -0.22 -0.04
N 0.23292 3.09964 -0.15622 0.27 -0.69 -0.09 0.08
H -3.90136 1.73232 0.31765 0.47 -0.02 0.25 0.09
H -3.24597 0.41754 -0.66790 -0.47 0.01 -0.48 0.06
H -4.81895 1.31912 -1.01491 0.53 -0.30 -0.85 0.07
H -1.30094 1.31148 -1.50241 -0.88 0.84 -0.02 0.08
H -1.34058 2.94394 -2.15956 0.06 -0.03 -0.04 0.14
H -1.42558 2.18515 0.75834 -0.01 -0.10 -0.04 0.10
H -2.98443 4.15700 0.25834 0.02 -0.21 -0.13 0.07
H -1.51389 5.03647 -0.14284 0.06 0.11 0.25 0.08
H -1.75825 4.26554 1.49128 0.21 0.47 -0.04 0.07
H 0.64744 3.17184 0.77010 0.01 0.50 -0.04 0.04
H 0.58773 2.18797 -0.45630 0.01 0.30 -0.18 0.04
C -1.72225 -4.21426 -3.77563 -2.18 -1.53 0.37 -0.14
O -1.71583 -2.83062 -3.58371 0.52 0.49 -0.16 -0.20
C -2.96400 -2.28711 -3.20903 -0.73 -0.08 -0.87 -0.20
C -2.90409 -0.78345 -3.36260 -0.61 0.02 0.09 -0.21
N -2.57907 -0.37587 -4.71769 0.59 -0.46 0.34 -0.02
C -2.38843 1.06260 -4.78793 -0.64 0.75 0.07 -0.21
C -1.96352 1.53469 -6.14668 0.17 -1.35 -1.50 -0.22
O -0.60752 1.16888 -6.42642 0.17 0.74 0.64 -0.20
C -0.24839 1.45191 -7.75450 0.45 -0.23 0.03 -0.13
H -2.50668 -4.54589 -4.47081 -0.27 0.35 0.01 0.11
H -1.94264 -4.70311 -2.81664 0.11 -0.19 0.00 0.10
H -0.79162 -4.59760 -4.18757 -2.30 0.01 0.79 0.00
H -3.26936 -2.57021 -2.19599 0.30 0.04 0.04 0.10
H -3.72790 -2.66861 -3.90004 -0.06 -0.09 0.05 0.13
H -2.17854 -0.46842 -2.59295 -1.63 1.05 -2.20 0.05
H -3.86671 -0.33369 -3.10345 -0.04 -0.19 0.21 0.13
H -1.72036 -0.87994 -4.92849 0.07 0.32 -0.41 0.11
H -1.78717 1.48500 -3.97548 0.50 -0.14 -0.12 0.11
H -3.35703 1.54699 -4.61498 -0.16 -0.21 0.01 0.13
H -2.22401 2.56348 -6.41062 0.55 0.38 0.61 0.12
H -2.52173 0.96638 -6.90649 -0.49 -0.09 0.26 0.12
H 0.77947 1.12995 -7.92858 -0.04 -0.30 0.23 0.08
H -0.21881 2.52323 -7.97687 -0.53 0.08 -0.01 0.09
H -0.89902 0.88757 -8.42840 -0.08 0.28 -0.28 0.09
C 0.95883 0.14626 -2.32947 0.87 0.37 -0.53 -0.08
O 0.10060 0.35060 -1.22650 1.10 -1.32 -0.13 -0.25
C -0.75507 -0.75867 -1.04517 0.12 -1.13 1.41 -0.19
C -1.39598 -0.71220 0.35404 0.77 0.53 -0.42 -0.14
N -0.48577 -1.11689 1.42280 -0.06 -0.78 -1.23 -0.05
C 0.78489 -0.41430 1.48536 -0.15 0.81 1.21 -0.17
C 1.47437 -0.83773 2.78417 0.59 -0.47 0.14 -0.19
O 2.80415 -0.35936 2.94064 -0.23 0.03 -0.43 -0.17
C 2.86524 1.02619 2.67984 0.14 0.42 0.86 -0.12
H 1.83336 -0.48611 -2.11963 -1.17 -0.49 0.01 0.07
H 1.49638 1.08330 -2.51668 -0.66 0.13 -0.24 0.09
H 0.43554 -0.18240 -3.22895 -0.27 0.09 0.00 0.09
H -0.21489 -1.70955 -1.15532 0.28 0.06 0.09 0.14
H -1.52567 -0.79675 -1.82490 1.56 -0.30 1.90 0.04
H -2.26998 -1.35854 0.35627 -0.11 -0.12 0.06 0.11
H -1.72995 0.32474 0.50223 -0.01 -0.26 0.14 0.08
H -1.00211 -1.25250 2.28602 0.45 0.62 0.27 0.08
H 0.69026 0.68509 1.52943 -0.56 0.01 0.04 0.10
H 1.40403 -0.48420 0.58933 -0.08 -0.92 0.04 0.11
H 1.53986 -1.92489 2.87136 -0.01 -0.05 -0.24 0.12
H 0.89989 -0.52660 3.66548 -0.28 0.23 -0.16 0.11
H 1.94447 1.52505 2.99345 -0.05 0.02 -0.23 0.07
H 3.07905 1.25074 1.63403 -0.23 0.01 0.20 0.05
H 3.63115 1.47525 3.31485 0.27 -0.18 -0.16 0.10
O 0.19643 -0.33465 7.60286 0.45 -1.25 0.47 -0.06
C 1.02716 0.65686 7.06191 -1.41 1.99 -0.48 -0.27
C 1.93599 1.38480 8.03559 0.51 -0.35 0.36 -0.23
O 2.99878 0.47642 8.38069 -0.27 0.36 0.33 -0.08
H 0.70138 -1.12141 7.84611 0.11 0.21 -0.01 0.09
H 1.53201 0.41426 6.12094 0.28 -0.53 0.31 0.12
H 0.21923 1.33820 6.75631 0.61 0.57 -0.19 0.12
H 1.42714 1.71846 8.94884 -0.40 -0.46 -0.14 0.12
H 2.37504 2.32015 7.66281 -0.19 -0.26 -0.67 0.12
H 3.30063 0.77307 9.24511 0.28 -0.29 -0.07 0.08
O -1.55096 -1.10478 4.17178 -0.64 0.34 -0.04 -0.08
C -2.67875 -0.25794 4.45222 -0.22 -0.25 0.95 -0.21
C -2.62257 1.13757 3.84750 -0.19 -0.32 -0.75 -0.21
O -1.37775 1.83068 3.84723 -0.41 -1.01 0.53 -0.07
H -1.73499 -1.84114 4.76501 0.60 -0.26 -0.19 0.10
H -3.60481 -0.74212 4.11942 0.05 0.13 -0.37 0.11
H -2.78453 -0.24402 5.54376 0.21 0.50 0.01 0.12
H -3.37121 1.71875 4.38513 0.13 0.23 -0.07 0.13
H -2.93592 1.06514 2.79891 -0.20 0.00 0.01 0.11
H -0.78882 1.21071 3.39251 0.31 0.30 0.12 0.07
O -0.32873 -3.95670 1.80762 0.06 -0.50 0.28 -0.11
C 0.59133 -4.45001 0.83830 -1.19 0.58 -0.04 -0.22
C -0.19513 -5.04609 -0.35284 0.82 0.00 1.29 -0.23
O 0.73258 -5.44460 -1.33573 -0.28 0.29 -0.81 -0.07
H -0.35614 -2.98720 1.69013 -0.05 0.07 -0.14 0.03
H 1.16207 -3.57175 0.52373 0.41 -0.38 -0.45 0.10
H 1.24577 -5.20086 1.28254 0.08 0.02 0.03 0.12
H -0.88271 -4.27568 -0.70545 0.18 -0.05 -0.47 0.10
H -0.79702 -5.89641 -0.01589 -0.07 0.07 0.09 0.12
H 1.09657 -6.30855 -1.13332 -0.01 -0.03 0.09 0.10
O -0.26726 4.78782 4.51563 -0.08 -0.22 -0.03 -0.04
C 0.49249 3.95648 3.67403 1.10 -0.98 -0.54 -0.29
C 1.43108 4.76245 2.80660 -0.46 1.32 -0.07 -0.25
O 2.17807 3.92568 1.95350 0.05 -0.15 0.27 -0.11
H -0.84920 4.17797 4.98439 -0.11 0.22 0.03 0.08
H 1.10575 3.23658 4.24089 -0.11 0.14 0.21 0.12
H -0.12679 3.33071 3.01403 0.02 0.48 0.09 0.08
H 2.09647 5.41522 3.38537 -0.02 -0.23 0.33 0.12
H 0.79360 5.46174 2.24321 0.07 -0.10 -0.22 0.12
H 2.79856 4.48446 1.44741 0.05 -0.27 -0.17 0.05
O -5.30168 -5.53671 2.85806 0.20 0.03 0.28 -0.07
C -4.00370 -5.22753 3.38718 0.01 -0.14 -0.17 -0.22
C -3.42367 -4.10373 2.54093 0.72 -0.63 0.73 -0.25
O -4.31407 -3.01332 2.38622 -0.31 -0.62 0.02 -0.08
H -5.34375 -6.48886 2.75297 -0.24 0.00 -0.06 0.09
H -4.04383 -4.99868 4.45665 -0.34 0.26 -0.09 0.12
H -3.35846 -6.10574 3.29772 0.15 0.12 -0.06 0.12
H -3.11021 -4.58503 1.60880 -0.17 0.50 -0.33 0.12
H -2.51569 -3.75214 3.03208 0.02 0.14 -0.18 0.10
H -5.17111 -3.45736 2.26882 -0.04 0.40 -0.04 0.08
```
Forces are in eV/Å.